Entry 1:
Here is a molecular structure, C12H25ClEuNO2P2 at a distorted geometry from the Open Molecules 2025 dataset. Energies are from wB97M-V/def2-TZVPD.

Calculated values
net charge: +1
electronic energy: -2530.09499 Ha
E_LUMO (spin up / spin down): -3.7266 / -5.6366 eV
energy above the lowest of the compared OMol25 structures with the same formula, charge and spin: 122.67 kcal per mole
Kohn-Sham gap (spin up / spin down): 6.762 / 4.779 eV
2S+1: 8
E_HOMO (spin up / spin down): -10.489 / -10.415 eV

Structure (XYZ):
```
44
Properties=species:S:1:pos:R:3:mulliken_charge:R:1
Eu 0.134 -1.213 0.283 0.312
P -0.244 -1.325 -2.012 0.788
C -0.536 0.438 -2.290 -1.378
C -1.052 1.234 -1.169 1.414
N -0.828 0.736 0.070 0.204
C -1.211 1.453 1.156 0.646
C -1.870 2.679 1.037 -0.963
C -2.121 3.180 -0.245 -0.381
C -1.704 2.453 -1.366 -1.091
C -0.904 0.828 2.514 -1.115
P 0.543 -0.396 2.409 0.616
H -1.878 2.834 -2.361 0.497
H -2.179 3.230 1.913 0.525
H -2.626 4.127 -0.369 0.458
H -0.684 1.596 3.257 0.573
H -1.789 0.288 2.849 0.425
H 1.599 2.111 -2.809 0.331
H -0.762 0.750 -3.299 0.569
H 3.940 0.958 -0.907 0.327
O 2.560 2.420 -2.643 -0.618
H 2.876 2.927 -3.448 0.322
H 1.525 -1.803 0.154 -0.191
O 4.335 0.298 -0.212 -0.648
H 3.696 0.267 0.557 0.274
C 2.000 0.760 2.710 -1.359
H 1.868 1.306 3.644 0.405
H 2.928 0.190 2.771 0.395
H 2.084 1.482 1.898 0.425
C 0.387 -1.329 4.035 -1.197
H 1.254 -1.973 4.181 0.395
H 0.323 -0.634 4.872 0.392
H -0.510 -1.949 4.023 0.352
C -1.742 -2.181 -2.623 -1.288
H -1.917 -1.957 -3.675 0.425
H -1.632 -3.260 -2.515 0.378
H -2.617 -1.872 -2.053 0.313
C 1.165 -1.815 -3.072 -1.207
H 1.308 -2.895 -3.032 0.376
H 0.990 -1.534 -4.109 0.406
H 2.089 -1.346 -2.736 0.324
Cl -1.770 -4.172 0.181 -0.212
C -1.982 -2.462 0.623 -0.908
H -2.843 -2.009 0.099 0.312
H -2.202 -2.418 1.709 0.375
```

=====

Entry 2:
Here is 2 unconnected molecules or ions with the total composition C2HN4O3 at a distorted geometry from the Open Molecules 2025 dataset. Energies are from wB97M-V/def2-TZVPD.

Calculated values
net charge: +1
electronic energy: -520.99968 Ha
E_LUMO (spin up / spin down): -7.8422 / -7.4964 eV
energy above the lowest of the compared OMol25 structures with the same formula, charge and spin: 25.81 kcal per mole
Kohn-Sham gap (spin up / spin down): 6.756 / 7.204 eV
E_HOMO (spin up / spin down): -14.598 / -14.701 eV

Structure (XYZ):
```
10
Properties=species:S:1:pos:R:3:nbo_charge:R:1
C -2.884 0.233 0.047 0.955
C 1.299 -1.070 0.245 0.742
N -1.656 0.114 -0.026 -0.387
N -0.699 0.927 0.024 0.180
N 0.491 0.759 -0.049 -0.273
N 2.370 -0.710 -0.323 0.082
O 0.454 -1.823 0.502 -0.364
O -4.008 0.241 -0.092 -0.300
O 3.411 -0.117 -0.224 -0.059
H 1.223 1.446 -0.105 0.424
```

=====

Entry 3:
Here is 2 unconnected molecules or ions with the total composition C3H5IO at a distorted geometry from the Open Molecules 2025 dataset. Energies are from wB97M-V/def2-TZVPD.

Calculated values
electronic energy: -490.06582 Ha
E_LUMO: 0.5657 eV
energy above the lowest of the compared OMol25 structures with the same formula, charge and spin: 92.32 kcal per mole
Kohn-Sham gap: 8.234 eV
E_HOMO: -7.668 eV

Structure (XYZ):
```
10
Properties=species:S:1:pos:R:3:nbo_charge:R:1
C 1.637 0.880 -0.322 -0.390
C 1.212 -0.157 0.433 -0.321
C -2.469 -0.047 -0.886 0.017
O -3.360 -0.956 -0.951 -0.652
I -0.650 -0.300 1.427 0.171
H 0.937 1.586 -0.578 0.195
H 2.594 1.116 -0.619 0.207
H 1.809 -0.976 0.722 0.198
H -3.006 0.954 -0.798 0.080
H -3.055 -1.758 -1.352 0.494
```

=====

Entry 4:
Here is 3 unconnected molecules or ions with the total composition C7H18NS at a distorted geometry from the Open Molecules 2025 dataset. Energies are from wB97M-V/def2-TZVPD.

Calculated values
net charge: +1
electronic energy: -730.08997 Ha
E_LUMO: -5.1851 eV
energy above the lowest of the compared OMol25 structures with the same formula, charge and spin: 40.73 kcal per mole
Kohn-Sham gap: 7.254 eV
E_HOMO: -12.439 eV

Structure (XYZ):
```
27
Properties=species:S:1:pos:R:3:nbo_charge:R:1
C 2.110 1.922 -1.087 -0.664
C 1.085 0.216 -2.616 -0.669
C 0.798 -0.754 2.343 -0.694
C 0.732 -2.139 0.353 -0.733
C -0.241 1.077 -0.675 -0.476
C 0.910 1.041 -1.418 0.062
C -0.073 -1.289 1.197 0.148
N -3.864 0.301 0.818 -1.086
S -1.758 -1.388 1.151 0.417
H 2.342 1.987 0.026 0.215
H 3.028 1.720 -1.526 0.229
H 1.872 2.943 -1.208 0.244
H 1.027 0.824 -3.614 0.253
H 0.311 -0.573 -2.714 0.213
H 1.974 -0.354 -2.660 0.228
H 0.242 -0.460 3.188 0.237
H 1.400 0.124 2.073 0.276
H 1.239 -1.585 2.747 0.251
H 1.363 -1.719 -0.315 0.289
H 0.108 -2.670 -0.334 0.249
H 1.424 -2.647 1.021 0.278
H -1.143 0.490 -1.043 0.196
H -0.338 1.634 0.221 0.199
H -4.703 0.338 1.307 0.381
H -4.192 0.306 -0.143 0.380
H -3.389 1.148 0.816 0.366
H -2.266 -0.492 2.093 0.210
```

=====

Entry 5:
Here is a single C6H7NO2 molecule at a distorted geometry from the Open Molecules 2025 dataset. Energies are from wB97M-V/def2-TZVPD.

Calculated values
electronic energy: -437.87153 Ha
E_LUMO: 0.6818 eV
energy above the lowest of the compared OMol25 structures with the same formula, charge and spin: 123.15 kcal per mole
Kohn-Sham gap: 9.175 eV
E_HOMO: -8.494 eV

Structure (XYZ):
```
16
Properties=species:S:1:pos:R:3:nbo_charge:R:1
O -0.468 -0.022 2.600 -0.701
C 0.215 0.535 1.478 0.150
C 0.965 -0.183 0.661 -0.007
C 0.486 -1.439 0.107 -0.231
C -0.056 -1.242 -1.079 -0.262
C 0.142 0.192 -1.353 -0.070
C -0.623 1.207 -0.984 0.194
O -1.964 1.358 -1.169 -0.646
N 1.451 0.559 -0.595 -0.619
H -0.677 -0.950 2.566 0.482
H 0.424 1.631 1.677 0.210
H 0.690 -2.463 0.596 0.227
H -0.507 -2.061 -1.622 0.234
H -0.164 2.181 -0.712 0.202
H -2.151 0.431 -1.091 0.469
H 2.236 0.266 -1.082 0.368
```

=====

Entry 6:
Here is a single C5H8N2O molecule at a distorted geometry from the Open Molecules 2025 dataset. Energies are from wB97M-V/def2-TZVPD.

Calculated values
electronic energy: -379.94967 Ha
E_LUMO: 0.9945 eV
energy above the lowest of the compared OMol25 structures with the same formula, charge and spin: 86.91 kcal per mole
Kohn-Sham gap: 8.988 eV
E_HOMO: -7.993 eV

Structure (XYZ):
```
16
Properties=species:S:1:pos:R:3:nbo_charge:R:1
C 2.025 -0.229 -0.104 0.296
N 1.483 -1.376 -0.153 -0.302
N 0.222 -1.731 0.223 -0.457
C -0.646 -0.659 0.563 -0.080
C -1.911 -0.123 -0.054 -0.389
C -0.620 0.453 -0.446 -0.293
C 0.251 1.589 0.048 -0.043
O 1.567 0.950 0.365 -0.559
H 3.079 -0.200 -0.412 0.174
H -0.044 -2.601 -0.181 0.386
H -0.487 -0.360 1.592 0.198
H -2.601 0.361 0.619 0.226
H -2.380 -0.699 -0.873 0.227
H -0.338 0.200 -1.462 0.226
H 0.425 2.343 -0.721 0.189
H -0.025 2.082 0.995 0.199
```